# 1
C23H39N5O10PS2Ti | ωB97M-V/def2-TZVPD

Positions of all 81 atoms, in Å:
Ti (-0.040, -0.887, 1.337)
N (2.403, -3.797, 1.366)
N (3.353, -2.811, 1.087)
C (3.014, -1.512, 0.889)
O (3.800, -0.642, 0.630)
O (1.680, -1.283, 1.009)
H (2.476, -4.107, 2.328)
H (2.545, -4.588, 0.751)
H (4.342, -3.010, 1.104)
O (-0.243, -1.817, 2.932)
S (-1.830, -1.654, 3.030)
O (-2.186, -1.127, 4.295)
O (-1.866, -0.569, 1.909)
O (-2.442, -2.844, 2.535)
C (-1.892, 2.797, 2.234)
C (-0.477, 2.613, 2.788)
C (0.177, 3.976, 3.052)
C (-0.549, 1.857, 4.122)
P (0.581, 1.595, 1.637)
C (2.237, 1.610, 2.369)
C (2.522, 0.652, 3.343)
C (3.761, 0.627, 3.963)
C (4.730, 1.555, 3.611)
C (4.451, 2.519, 2.652)
C (3.208, 2.553, 2.040)
C (0.588, 2.209, -0.128)
C (0.591, 3.731, -0.281)
C (1.791, 1.604, -0.864)
C (-0.689, 1.646, -0.776)
H (-2.488, 3.311, 2.991)
H (-2.375, 1.841, 2.028)
H (-1.909, 3.414, 1.336)
H (-0.426, 4.497, 3.799)
H (0.219, 4.607, 2.167)
H (1.183, 3.868, 3.458)
H (-1.172, 2.438, 4.804)
H (0.434, 1.756, 4.583)
H (-1.008, 0.875, 4.028)
H (1.775, -0.081, 3.629)
H (3.968, -0.118, 4.719)
H (5.702, 1.531, 4.085)
H (5.202, 3.249, 2.381)
H (3.006, 3.320, 1.306)
H (1.444, 4.206, 0.201)
H (-0.321, 4.184, 0.106)
H (0.645, 3.962, -1.348)
H (2.748, 1.938, -0.472)
H (1.726, 1.899, -1.914)
H (1.792, 0.515, -0.825)
H (-1.600, 1.949, -0.261)
H (-0.661, 0.554, -0.851)
H (-0.749, 1.997, -1.808)
C (-1.118, 0.325, -6.289)
C (-2.321, -0.410, -5.710)
S (-1.808, -1.337, -4.284)
O (-1.487, -0.412, -3.217)
O (-0.827, -2.316, -4.678)
C (-3.282, -2.228, -3.780)
C (-2.944, -3.366, -2.808)
N (-1.858, -3.041, -1.866)
C (-1.934, -2.127, -0.887)
N (-0.714, -1.918, -0.364)
C (0.166, -2.736, -1.042)
C (-0.529, -3.415, -1.969)
N (0.021, -4.430, -2.835)
O (1.228, -4.475, -2.882)
O (-0.744, -5.163, -3.427)
C (-3.199, -1.477, -0.470)
H (-1.441, 0.912, -7.147)
H (-0.354, -0.377, -6.614)
H (-0.685, 1.003, -5.555)
H (-2.743, -1.127, -6.416)
H (-3.100, 0.273, -5.368)
H (-3.732, -2.657, -4.675)
H (-3.968, -1.492, -3.363)
H (-2.624, -4.242, -3.355)
H (-3.827, -3.634, -2.231)
H (1.210, -2.801, -0.809)
H (-3.981, -1.636, -1.205)
H (-3.050, -0.408, -0.342)
H (-3.523, -1.896, 0.483)

## Properties
Lowest unoccupied orbital energy: -3.9 eV
Maximum force: 0.37 eV Å⁻¹
HOMO: -12.0111 eV
Relative energy (zero: lowest compared OMol25 entry of this formula, charge and spin): 15.6 kJ/mol
E_tot: -106479.502 eV
Net charge: +1
Kohn-Sham gap: 8.137 eV



# 2
C23H40AlBO11 | ωB97M-V/def2-TZVPD

Positions of all 76 atoms, in Å:
Al (-1.808, 0.754, 1.182)
B (-5.559, 3.762, -0.350)
H (-4.995, 4.009, 0.535)
H (-6.308, 4.514, -0.544)
H (-4.893, 3.614, -1.186)
H (-6.093, 2.839, -0.183)
O (-1.792, -1.635, 7.079)
C (-1.545, -2.311, 8.075)
O (-2.162, -3.435, 8.345)
C (-1.907, -3.742, 9.720)
C (-0.451, -3.316, 9.919)
C (-0.440, -2.055, 9.085)
H (-1.978, -4.811, 9.923)
H (-2.591, -3.183, 10.358)
H (0.298, -4.062, 9.655)
H (-0.302, -3.042, 10.964)
H (0.526, -1.834, 8.631)
H (-0.721, -1.250, 9.763)
O (-5.076, -1.428, -3.853)
C (-5.392, -1.796, -4.999)
O (-4.920, -1.133, -6.113)
C (-5.382, -1.754, -7.346)
C (-6.596, -2.544, -6.823)
C (-6.344, -2.888, -5.370)
H (-4.543, -2.374, -7.662)
H (-5.777, -1.051, -8.080)
H (-6.788, -3.517, -7.276)
H (-7.538, -2.010, -6.945)
H (-5.980, -3.908, -5.240)
H (-7.238, -2.802, -4.753)
O (0.760, -3.230, -2.975)
C (1.054, -3.828, -3.977)
O (0.376, -3.716, -5.143)
C (0.891, -4.568, -6.154)
C (2.147, -5.181, -5.539)
C (2.144, -4.878, -4.058)
H (1.152, -3.960, -7.021)
H (0.183, -5.360, -6.399)
H (3.034, -4.733, -5.987)
H (2.289, -6.237, -5.771)
H (3.154, -4.527, -3.845)
H (1.839, -5.647, -3.348)
O (3.165, -2.829, 2.971)
C (4.228, -3.478, 3.043)
O (4.255, -4.785, 2.884)
C (5.564, -5.354, 2.746)
C (6.462, -4.297, 3.418)
C (5.658, -2.969, 3.125)
H (5.853, -5.513, 1.707)
H (5.662, -6.323, 3.236)
H (7.515, -4.301, 3.135)
H (6.450, -4.497, 4.489)
H (5.946, -2.590, 2.145)
H (5.856, -2.212, 3.885)
O (-0.959, 6.952, 0.728)
C (-1.222, 8.164, 0.581)
O (-0.282, 9.068, 1.023)
C (-0.778, 10.382, 0.826)
C (-1.851, 10.280, -0.217)
C (-2.366, 8.842, -0.105)
H (-0.142, 11.232, 0.575)
H (-1.271, 10.612, 1.770)
H (-1.574, 10.615, -1.216)
H (-2.659, 10.972, 0.017)
H (-2.771, 8.311, -0.966)
H (-3.099, 8.846, 0.702)
C (4.892, 2.586, -2.751)
C (4.282, 2.970, -1.389)
O (3.441, 2.332, -0.784)
C (4.890, 4.174, -0.784)
H (4.517, 3.292, -3.492)
H (4.640, 1.596, -3.131)
H (5.970, 2.723, -2.669)
H (5.537, 3.915, 0.054)
H (4.051, 4.724, -0.358)
H (5.413, 4.816, -1.493)

## Properties
Lowest unoccupied orbital energy: -12.0 eV
Maximum force: 5.75 eV Å⁻¹
HOMO: -13.3391 eV
Relative energy (zero: lowest compared OMol25 entry of this formula, charge and spin): 427.7 kJ/mol
E_tot: -54267.779 eV
Net charge: +2
Kohn-Sham gap: 1.319 eV



# 3
C23H40As2HgN3O9 | ωB97M-V/def2-TZVPD

Positions of all 78 atoms, in Å:
Hg (-1.784, 0.013, 1.891)
N (-0.477, -0.214, -1.922)
C (-0.204, -1.396, -2.755)
C (1.154, -1.988, -2.352)
C (1.131, -2.456, -0.898)
N (0.935, -1.260, -0.050)
C (0.009, -3.459, -0.628)
C (-1.370, -3.063, -1.185)
N (-2.066, -2.170, -0.260)
C (-1.279, -2.467, -2.592)
H (0.066, 0.582, -2.254)
H (0.142, -0.699, -0.559)
H (-1.457, 0.051, -1.922)
H (-0.172, -1.128, -3.819)
H (1.952, -1.256, -2.496)
H (1.365, -2.839, -3.000)
H (2.084, -2.931, -0.640)
H (1.749, -0.638, -0.027)
H (0.690, -1.478, 0.918)
H (-0.074, -3.613, 0.450)
H (0.297, -4.412, -1.071)
H (-1.946, -3.999, -1.272)
H (-2.445, -2.706, 0.514)
H (-2.840, -1.708, -0.725)
H (-2.248, -2.063, -2.888)
H (-1.043, -3.272, -3.288)
C (3.377, 0.427, 3.154)
C (1.985, -0.075, 3.373)
C (1.605, -0.410, 4.774)
O (1.213, -0.195, 2.434)
H (3.584, 1.277, 3.803)
H (3.515, 0.704, 2.110)
H (4.081, -0.356, 3.425)
H (2.462, -0.707, 5.367)
H (0.839, -1.181, 4.786)
H (1.179, 0.479, 5.236)
C (-5.028, 3.128, -0.678)
O (-3.748, 3.740, -0.543)
C (-2.697, 2.968, -0.364)
O (-2.699, 1.751, -0.416)
C (-1.450, 3.733, -0.192)
C (-1.478, 5.058, -0.020)
As (-0.075, 6.366, -0.323)
C (0.022, 7.150, 1.477)
C (1.436, 5.102, -0.280)
C (1.477, 3.785, -0.155)
As (0.024, 2.506, 0.196)
C (0.064, 2.961, 2.120)
C (2.746, 3.026, -0.003)
O (2.741, 1.809, 0.060)
O (3.798, 3.804, 0.065)
C (5.102, 3.261, 0.270)
C (2.672, 5.972, -0.253)
O (2.950, 6.479, 0.800)
O (3.349, 6.192, -1.355)
C (2.994, 5.614, -2.599)
C (-2.711, 5.718, 0.559)
O (-2.896, 5.498, 1.726)
O (-3.459, 6.551, -0.124)
C (-3.232, 6.847, -1.489)
H (-5.740, 3.948, -0.736)
H (-5.231, 2.506, 0.192)
H (-5.062, 2.521, -1.583)
H (-0.973, 7.476, 1.781)
H (0.688, 8.012, 1.450)
H (0.408, 6.434, 2.198)
H (0.653, 3.862, 2.284)
H (0.504, 2.132, 2.670)
H (-0.954, 3.129, 2.478)
H (5.767, 4.120, 0.299)
H (5.371, 2.592, -0.546)
H (5.148, 2.724, 1.217)
H (3.907, 5.598, -3.192)
H (2.243, 6.230, -3.103)
H (2.617, 4.596, -2.486)
H (-4.198, 7.142, -1.897)
H (-2.851, 5.980, -2.037)
H (-2.535, 7.688, -1.583)

## Properties
Lowest unoccupied orbital energy (alpha / beta): -5.1 / -9.6 eV
Maximum force: 1.15 eV Å⁻¹
Spin multiplicity: 2
Expectation value of S²: 0.76
HOMO (alpha / beta): -13.7065 / -13.6818 eV
Relative energy (zero: lowest compared OMol25 entry of this formula, charge and spin): 65.3 kJ/mol
E_tot: -173233.188 eV
Net charge: +2
Kohn-Sham gap (alpha / beta): 8.560 / 4.052 eV